Here is a molecular structure, C33H52BN9OPd from the OMol25 dataset. Energies are from wB97M-V/def2-TZVPD.

Cartesian coordinates (Å):
H: 5.1493 -3.5866 -2.0945
C: 5.1185 -3.2926 0.0642
H: -4.2582 4.4271 3.2189
C: -2.0864 3.0889 1.1253
C: 2.4042 2.2386 -2.4427
H: -1.3455 0.0148 3.0048
C: -2.5076 3.8433 -1.1968
C: 1.6979 1.7705 -3.5322
H: 6.1450 -3.6544 0.2018
C: -3.1949 -1.1139 0.5255
H: -2.7471 5.7811 -0.3048
C: -4.1204 4.3963 0.5762
H: 3.2530 2.9454 1.9337
N: 1.9431 0.1155 -2.0301
H: -3.1395 3.0796 -1.6759
C: -3.0586 -4.5991 -0.9333
H: -3.6312 -1.2875 1.5180
C: 2.6299 2.0812 2.0950
N: 2.5048 1.2341 -1.5478
C: -0.7963 -0.0807 3.9404
H: -4.8314 3.6174 0.2568
C: -0.6748 2.3270 -0.7274
H: 1.4201 2.3130 -4.4227
H: -1.2291 0.3604 -3.6951
H: 0.7688 -0.3737 -5.0620
C: 1.3660 -0.8747 4.9530
H: -5.1599 0.4181 1.3201
H: 4.2034 -4.8146 1.3203
H: 1.2448 -2.2513 -2.6988
C: -1.6847 -4.7926 -1.0466
O: -1.5076 2.3717 1.9198
H: -1.8461 4.2338 -1.9750
C: 2.0413 1.5988 3.2371
H: -1.3127 -0.7953 4.5902
H: 3.8289 2.3458 -0.1724
C: -3.7659 -0.2120 -1.6286
H: -4.5743 0.1981 -2.2433
N: -1.6788 3.2358 -0.1772
N: 1.5918 0.2101 1.5233
N: -3.1695 3.8814 1.5386
C: 1.3963 0.4180 2.8206
C: -3.5076 -3.3945 -0.4118
C: 4.2639 -3.7239 1.2570
C: 5.1637 -1.7930 -0.0373
C: 1.2939 -2.0115 -3.7613
H: -4.0021 1.4288 0.4359
H: -1.2991 -5.7266 -1.4502
C: -3.3734 4.9442 -0.6240
C: 0.6230 -0.5617 3.6521
H: -4.0736 5.3051 -1.3806
H: -0.7840 0.8985 4.4283
H: 7.3056 -1.1563 -0.2691
H: -0.8508 -0.9321 -2.5335
C: -0.8046 -3.7957 -0.6451
H: 3.5360 -3.5162 -1.3779
H: 3.2548 -3.3186 1.1537
H: -2.3613 -0.4030 0.6419
C: -0.7799 -0.6312 -3.5829
H: -2.9112 3.2983 3.5147
H: -4.4116 2.7051 2.7956
H: 2.8186 3.2104 -2.2250
Pd: 0.1815 -1.1945 0.5290
C: 1.4496 0.4150 -3.2193
H: 2.3898 -1.2004 4.7575
B: 3.2533 1.2760 -0.2031
H: -3.3719 -1.1068 -2.1076
H: 0.2587 -3.9959 -0.7415
H: 1.4110 0.0045 5.6048
N: 4.3360 0.1744 -0.1504
H: -4.7030 5.1837 1.0639
H: 0.8485 -1.6664 5.5018
H: 0.0618 2.9136 -1.2770
C: -4.7823 0.6544 0.3220
H: -2.9478 0.5283 -1.5800
H: 0.5498 -1.4662 3.0375
C: 4.5526 -3.8858 -1.2296
H: 6.0952 1.3170 -0.3878
N: 4.0258 -1.1212 -0.0096
H: -1.1405 1.6279 -1.4270
H: -4.5757 -3.2071 -0.3216
H: 2.3442 -2.0427 -4.0627
N: 2.3656 1.2385 1.0727
C: -3.7199 3.5557 2.8376
C: -2.6120 -2.3969 -0.0216
C: 6.2555 -0.9159 -0.2097
H: 4.6774 -3.3412 2.1930
H: -0.1770 1.7357 0.0352
H: 0.7393 -2.7724 -4.3179
C: -1.2039 -2.5422 -0.1133
H: -1.3537 -1.3456 -4.1813
N: -4.2718 -0.5410 -0.3089
H: -5.6028 1.0752 -0.2695
H: 2.0528 2.0410 4.2201
H: 4.5247 -4.9789 -1.1841
H: -3.7605 -5.3685 -1.2416
C: 0.6947 -0.6278 -3.9959
C: 5.6683 0.3337 -0.2706

Atoms 1-2, force components in eV/Å:
0.00 0.00 0.00
-0.01 0.00 -0.02

Results
Energy relative to the best compared isomer or geometry (same formula, charge and spin): 0.0 kcal per mole
Energy: -2009.5148 Eh
HOMO-LUMO gap: 3.495 eV
LUMO level: 4.27 eV
Net charge: -2

=====

Here is 4 unconnected molecules or ions with the total composition C33H52I2N5O16PS6 from the OMol25 dataset. Energies are from wB97M-V/def2-TZVPD.

Cartesian coordinates (Å):
C: -2.0310 -0.8179 2.6661
C: 8.0323 -1.1662 -2.4848
H: 7.2492 5.2090 0.8955
C: 1.1186 -1.4155 -0.0306
H: -7.0779 -4.5255 -7.1060
C: -5.3389 -1.3697 -1.8036
C: -2.9295 -3.7971 0.4966
C: -5.9028 -5.7786 -5.7481
C: 1.5975 3.1655 -1.8731
H: 8.0902 7.6023 -0.0236
C: 0.9283 -2.9467 0.5887
C: 3.2247 -0.5550 4.1476
H: -6.3195 -3.6435 -5.7515
O: -7.2701 2.4694 -2.3606
H: -6.6609 -2.2351 -0.4577
S: 4.6796 7.2935 0.0485
H: -6.2454 -6.6721 -6.2799
H: 3.1705 -2.0583 1.9920
H: -4.1475 -1.8387 9.0822
H: -2.7903 -3.2633 2.7081
H: 2.8677 5.6003 -0.7248
H: 0.3662 -2.5890 2.8695
O: -2.3490 -2.4259 8.2182
C: 6.7423 5.8923 0.2088
O: 3.9975 7.7870 1.2243
H: -3.1937 -4.8840 0.9138
C: -2.4764 -1.1682 -1.7487
O: -2.6938 -1.3931 1.4859
H: 6.8206 2.7661 -0.8088
I: 5.4424 -1.6591 0.4562
H: 6.9502 5.5912 -0.8230
C: -3.8141 -0.9775 7.0967
S: -7.5155 -5.5188 -3.8572
H: -0.8757 -0.7376 2.4044
C: 4.6937 1.9905 -1.1022
O: -7.3351 -4.5159 -2.8311
O: 6.0774 8.1185 -0.1128
H: -1.8093 -3.8648 0.1411
C: 1.3004 4.2156 -0.6092
H: -4.2745 0.0137 7.1246
O: 4.0492 7.2047 -1.2480
C: 1.4331 1.6453 -1.2739
H: 8.3087 -2.0761 -1.7852
O: 3.8297 1.9021 0.0993
O: 5.3308 5.8431 0.4096
C: -5.5277 0.1206 -2.4648
H: -4.3801 -2.6708 1.8550
H: 2.6416 3.3729 -2.3932
C: -0.0570 -0.8702 -1.0881
S: -4.1658 2.6963 -3.5951
H: 6.9121 -1.3183 -2.8166
C: 2.4278 -0.4601 0.3825
H: 2.0807 -0.3382 4.2776
N: -6.6251 -2.1555 -1.5109
H: -6.5824 -3.1149 -1.9207
N: 0.4547 3.5370 0.4594
H: -2.2079 -1.3955 3.6687
C: -4.1635 0.9912 -2.7897
C: -3.1985 -2.7528 1.7306
C: -3.8753 -3.5729 -0.8252
H: 4.6252 3.0978 -1.5326
H: 3.7703 -0.0248 5.0611
H: -4.9532 -3.9574 -0.5466
N: -1.1645 -1.8374 -1.4242
H: 0.7822 3.4510 -2.6926
H: 8.3055 0.1579 -0.5403
H: -0.4489 4.9527 -1.4666
H: 7.1895 7.5712 1.5177
H: -1.1995 -4.2576 -2.0894
O: -2.6476 -0.9613 6.2756
H: -4.1720 2.5007 -4.9952
O: -1.6281 -3.2212 5.9631
H: -7.1969 1.0948 -4.3688
H: 4.3595 1.2633 -1.9746
C: -3.8609 -2.0530 -1.4404
C: 6.2824 1.7012 -0.8216
I: 6.0281 0.2137 3.0731
C: 7.1377 7.3471 0.4470
C: -3.3369 -1.4302 8.4741
C: 0.2678 -3.2467 1.9007
S: -1.5801 -2.0638 6.8260
O: -8.3574 -6.6796 -3.6840
O: -6.0421 -6.0147 -4.3481
C: 8.0891 0.2975 -1.6858
H: -2.8557 -0.6081 9.0143
H: 2.3457 5.3818 0.8352
S: -0.6938 -3.0367 -2.6044
H: -0.4150 -4.2246 1.9151
H: 1.0480 3.1316 1.2177
H: -0.1937 4.2233 0.9114
C: 3.8373 0.0032 2.7004
H: -4.8567 -5.5850 -5.9999
O: -7.9544 -4.7640 -5.2349
O: -0.3511 -1.3765 7.1549
P: -7.2008 0.9536 -2.9064
H: 9.0006 0.8800 -2.1880
S: -1.1628 1.3183 -2.8287
N: 0.4606 5.3753 -1.1769
H: -8.3642 0.2254 -2.4396
H: 6.5252 1.2065 0.2107
O: 6.8245 0.9870 -1.9903
N: 2.5639 4.8338 -0.0510
C: -6.7996 -4.5812 -6.0509
H: 8.6854 -1.1224 -3.4653
C: 2.6255 1.0763 -0.2482
H: 3.3190 1.0379 2.5111
H: -4.5217 -1.6952 6.6692
C: 3.5578 -1.0692 1.4491
H: -3.4715 -4.3356 -1.6497
H: 0.9667 5.6571 -2.0562
C: -2.7032 0.3102 -2.4131
C: 0.1449 0.6506 -1.6588
H: 3.4668 -1.7125 4.2759
H: 1.3676 -3.8203 -0.0809
H: -2.4282 0.2922 2.8479

Atoms 1-2, force components in eV/Å:
0.69 1.35 0.13
-0.75 0.33 0.12

Results
Energy relative to the best compared isomer or geometry (same formula, charge and spin): 591.3 kcal per mole
Energy: -6091.0517 Eh
HOMO-LUMO gap: 6.984 eV
LUMO level: -0.50 eV

=====

Here is a molecular structure, C33H52MnN3O2P2 from the OMol25 dataset. Energies are from wB97M-V/def2-TZVPD.

Cartesian coordinates (Å):
H: 3.9164 -2.0653 -2.4155
H: -3.7536 2.6996 1.6354
C: 1.2317 -0.8125 3.8050
C: -2.6522 1.1777 -2.7347
C: 4.8972 0.0384 -0.2647
H: 4.4576 -0.2944 -2.9685
N: 0.3907 1.3772 -1.8228
H: -1.6302 1.5755 -2.8111
H: -5.0173 -0.7439 0.9951
H: -1.5450 -0.2224 2.6568
H: 1.1246 -3.4686 -1.4210
C: -3.3204 0.5384 1.6292
H: 1.1800 -0.5133 -5.2422
O: 0.0958 -1.8205 1.9042
H: 4.6794 -0.0402 0.8073
H: -5.4324 0.9815 1.1856
N: -0.6596 -1.2969 -1.5524
C: 0.9489 3.3753 -5.4983
C: 0.9209 0.7490 -2.8212
H: 1.7477 -1.1833 4.6974
H: -5.1452 1.7957 -2.3526
P: -2.4365 0.3978 -0.0421
H: -2.7393 -1.4821 2.2780
C: 1.2498 1.2093 -6.5626
C: -2.9906 2.9647 -1.0430
H: -3.4703 3.2992 -0.1154
H: -3.0578 -0.3247 3.5879
C: -1.8777 -1.8784 -1.5315
C: -0.0598 -2.5835 -3.4866
H: 0.6853 -2.7891 -4.2598
H: -3.2610 1.6611 -3.5181
H: -0.1033 -3.8490 3.3531
C: 3.2892 1.9019 -0.5381
C: -3.1718 1.9583 2.1972
H: 2.9455 -1.6890 1.5872
H: 4.9299 1.3658 -2.5843
C: -2.8854 -1.3362 -0.5507
H: -2.9080 -1.9748 0.3468
H: 2.1657 -1.0368 -3.3213
C: 0.5278 -1.9243 3.0732
O: 0.4386 2.2470 1.7496
C: 0.2263 1.4271 0.9251
H: 3.4826 -3.7327 -2.0786
C: 1.1738 2.6059 -6.6487
H: 1.9647 -0.3326 3.1425
H: 0.8788 4.4625 -5.5607
H: 4.8045 -2.9772 -1.1799
H: 0.7245 -3.1256 4.7247
H: 2.5169 2.3789 -1.1528
H: 4.1881 2.5384 -0.5524
H: -5.1433 -0.0273 2.6063
H: -2.1230 2.2836 2.2385
C: -4.8109 0.1662 1.5740
H: 5.6891 0.7957 -0.3815
H: -1.9102 3.1619 -0.9759
N: 0.3801 -3.0681 3.7778
C: -2.1584 -2.9506 -2.3725
C: -1.2554 -3.2996 -3.3717
H: -5.3444 1.6196 -0.6072
H: 3.3201 -3.4021 1.3716
H: -3.3966 3.5712 -1.8676
H: -3.0991 -3.4768 -2.2306
H: 0.9291 -3.1439 0.3251
H: 1.3945 0.6032 -7.4578
H: 1.2789 3.0969 -7.6146
C: 1.4276 -0.7026 -2.5849
H: 5.2973 -0.9125 -0.6376
H: 3.2967 1.0400 -3.1726
C: -3.2724 1.4869 -1.3629
C: 3.4425 -2.4066 0.9192
C: -2.6176 -0.4365 2.5850
H: 0.6102 3.3090 -3.3413
H: 4.5149 -2.1911 0.9016
C: 0.8222 2.7462 -4.2576
H: 2.0595 -4.3992 -0.2361
H: -2.6202 0.1010 -2.9570
H: 2.9265 1.8640 0.4974
C: 4.0969 0.6462 -2.5365
H: -5.0282 0.1835 -1.6294
C: 3.6755 0.5112 -1.0654
C: 0.2040 -1.5850 -2.5591
C: 3.8090 -2.7955 -1.6043
H: -1.4697 -4.1093 -4.0661
C: 1.6513 -3.3995 -0.4619
C: 1.1482 0.5761 -5.3253
Mn: -0.0858 0.3340 -0.3980
H: -3.8988 -1.3813 -0.9779
H: 0.5063 -0.0535 4.1320
C: 0.9748 1.3520 -4.1632
P: 2.1565 -0.6411 -0.8219
H: -3.5584 1.9481 3.2288
C: -4.7863 1.2423 -1.4707
C: 2.8105 -2.3927 -0.4920

Atoms 1-2, force components in eV/Å:
-0.02 -0.19 0.33
0.17 -0.27 0.24

Results
Multiplicity: 6
Energy: -3436.9005 Eh
HOMO-LUMO gap (spin up / spin down): 6.850 / 7.539 eV
LUMO level (spin up / spin down): -2.35 / -3.45 eV
Net charge: +1

=====

Here is 13 unconnected molecules or ions with the total composition C33H53N11O18S2 from the OMol25 dataset. Energies are from wB97M-V/def2-TZVPD.

Cartesian coordinates (Å):
H: 16.9429 7.2688 20.5034
H: 17.8982 14.5057 18.2034
C: 20.1553 15.5217 12.8101
H: 14.3668 17.3361 13.4614
H: 24.6863 14.4178 18.1301
N: 15.2693 18.0168 15.2416
H: 24.1990 14.5577 16.4663
C: 14.7430 15.4381 18.5107
C: 16.4786 16.7077 13.8092
H: 19.1214 7.7334 20.1641
H: 13.7989 15.8628 18.2028
O: 20.0424 7.7904 14.3572
H: 19.5649 10.1699 19.7884
H: 20.3350 8.4323 17.6127
N: 19.4527 13.3580 20.9760
C: 17.0976 7.7597 18.3662
H: 16.8210 18.2863 16.6581
H: 18.9614 11.5001 21.5295
C: 22.0105 8.4415 21.2507
C: 20.2130 9.5173 20.3545
H: 19.4318 12.6421 22.9276
O: 26.5663 12.4552 17.3550
H: 18.5366 11.6679 10.8685
O: 22.1583 18.7858 15.9255
N: 14.6137 11.6001 12.6882
H: 20.6839 11.8360 21.8893
H: 15.4967 12.3648 10.9285
C: 16.8466 14.7170 18.3292
H: 14.4822 14.6842 20.6257
O: 19.2797 14.4623 21.4395
H: 16.9389 13.9679 20.2740
H: 19.1512 12.2758 12.4642
C: 17.3111 16.9805 14.8688
C: 15.0256 14.8352 19.7047
H: 19.6113 14.6528 13.1499
C: 19.6649 12.2182 21.9508
C: 22.0862 16.6515 12.7362
H: 18.9297 17.0474 11.8134
H: 16.5328 8.6802 18.3792
H: 14.1982 12.6114 16.7389
H: 21.1811 10.6638 16.5561
H: 18.7147 5.3302 19.6992
C: 17.3774 7.0999 19.5292
H: 22.1274 10.6069 20.6658
N: 14.4422 10.8854 17.7908
H: 19.3097 5.7597 17.3443
N: 25.4727 12.8833 16.9312
C: 20.9387 7.5619 21.1995
O: 21.6332 7.4888 16.4304
H: 12.6963 11.5471 16.8533
H: 17.8092 11.2496 12.4944
O: 19.9446 11.8685 14.8732
N: 18.5624 6.2723 17.7903
H: 18.2757 16.5301 15.0503
H: 21.2743 18.3270 11.6295
O: 22.4084 7.2468 13.9522
S: 20.2962 13.1883 15.8635
H: 25.8420 15.0018 16.8154
C: 21.1292 17.3544 12.0761
H: 14.1810 11.4347 14.8081
O: 14.0910 10.0948 18.6306
H: 17.7980 11.9884 16.9493
S: 21.4382 7.9029 14.8201
N: 16.3367 14.3587 19.5636
O: 19.7935 12.3332 17.1234
H: 13.9795 10.9475 12.2500
C: 14.7248 11.9683 14.0426
C: 18.8527 11.0780 15.2492
O: 20.6666 10.4603 12.7456
N: 21.4901 15.5002 13.0633
C: 13.5461 12.0007 17.3634
C: 19.8964 16.7089 12.1560
O: 24.6375 12.1322 16.4625
C: 15.2969 17.3890 14.0078
C: 18.7165 11.4381 16.7454
H: 20.2038 18.3669 17.1729
C: 21.3811 8.5472 17.3287
H: 17.8059 7.6375 16.2287
H: 16.9077 13.9494 12.5218
C: 15.4353 12.4765 12.0009
C: 20.5755 17.3754 16.9140
O: 22.7005 16.6498 16.1897
H: 18.0033 11.3936 14.6434
H: 13.2745 12.6771 18.1738
C: 15.8154 15.2478 17.6251
H: 21.9687 8.5295 18.2466
C: 21.5678 9.6882 20.7622
N: 19.6957 10.3066 12.0694
H: 20.8551 6.5243 21.4874
C: 18.2949 6.1607 19.1510
O: 21.7638 13.4450 15.9611
C: 21.8664 9.8163 16.5394
H: 18.6883 10.5780 17.4145
C: 16.5716 17.8974 15.6820
C: 15.6936 12.9354 14.2223
H: 23.1304 16.8667 12.9089
C: 17.8010 7.3193 17.2608
H: 15.9608 15.5324 16.5934
H: 14.5001 18.5332 15.6438
O: 19.4935 9.3182 11.4473
H: 21.9465 14.8708 13.7080
H: 19.8920 16.7945 16.2947
O: 15.4832 10.7208 17.1574
O: 19.4150 13.1713 19.7730
H: 16.0627 13.3241 15.1599
C: 16.1266 13.2947 12.8792
O: 21.8891 9.4551 15.1726
N: 19.9481 8.1811 20.5332
C: 25.0471 14.3153 17.1066
H: 18.9376 10.0464 14.9076
H: 22.8484 10.1397 16.8844
H: 23.0042 8.2307 21.6175
O: 19.4044 14.3130 15.5148
C: 18.7154 11.4386 11.9189
H: 16.7248 16.0219 13.0120
N: 21.8838 17.5898 16.1930
H: 20.8415 16.8736 17.8443

Atoms 1-2, force components in eV/Å:
0.07 -0.12 -0.11
-0.12 -0.01 -0.62

Results
Multiplicity: 2
Energy: -4041.2844 Eh
HOMO-LUMO gap (spin up / spin down): 6.682 / 2.929 eV
LUMO level (spin up / spin down): -3.40 / -7.16 eV
Net charge: +1